(1)
27
Properties=species:S:1:pos:R:3:forces:R:3:mulliken_charge:R:1 method="wB97M-V/def2-TZVPD" orbital_gap_ev="6.315 / 6.313" max_force_ha_per_bohr=0.0881 lumo_ha="-0.1314 / -0.1314" e_above_lowest_kcal_mol=24.6 e_homo_ev="-9.889 / -9.889" total_charge=+1 energy_ha=-913.46802
H -3.6530 0.9615 -1.2407 0.4 0.7 -0.8 0.36
H -1.3158 1.3189 2.3719 -1.1 0.4 -1.5 0.28
C -0.0100 -2.4696 -0.2098 -3.7 0.7 -2.6 -0.01
C -1.4999 0.8334 -1.4589 -0.1 0.3 -1.6 -0.53
C 2.8544 1.1169 -0.0315 -0.1 -0.3 -0.4 0.04
H -3.6631 1.5071 0.9870 -0.1 0.2 0.4 0.39
H 2.4525 2.1298 -0.1813 -0.2 -0.7 -0.2 0.38
H 3.8783 1.9198 1.4590 0.2 -0.8 -0.3 0.26
H 4.1457 0.2685 1.3534 0.8 -2.1 0.5 0.19
N 0.5613 -2.2235 0.8916 2.3 0.3 2.7 -0.23
N 3.7351 1.0406 0.9487 -0.4 3.7 0.4 -0.32
H 0.5482 0.7684 1.2074 -0.5 0.0 -0.4 0.37
C -2.7009 1.3435 0.5405 0.5 -0.3 0.8 -0.55
H -1.6949 -2.1610 -1.2274 -0.3 0.0 -0.1 0.32
S 2.3635 -0.2648 -0.8354 -0.5 0.3 0.0 -0.13
C -0.3614 0.5921 -0.7274 2.9 -0.4 -1.8 0.93
C -1.4942 1.2404 1.2489 -1.6 0.5 2.9 -0.45
H 0.5325 -0.5035 -2.3360 0.5 0.1 -0.7 0.45
H 1.5636 -2.3734 1.0002 -0.5 0.0 0.1 0.26
H 0.4253 -3.0315 -1.0708 -0.2 0.5 1.2 0.42
H -1.5087 0.9306 -2.5409 0.3 -0.8 0.0 0.44
C 0.7986 -0.0166 -1.4215 -1.1 0.4 0.7 -1.13
C -0.3799 0.8694 0.6136 2.6 -0.7 0.6 -0.37
C -2.6602 1.1191 -0.8211 -2.1 -0.3 1.3 -0.49
N -1.3185 -2.0848 -0.2993 0.7 0.6 0.0 -0.43
H -1.6693 -1.1998 0.2068 0.9 -1.9 -0.8 0.26
H 0.0710 -1.6314 1.5730 0.5 -0.4 -0.3 0.28

(2)
27
Properties=species:S:1:pos:R:3:forces:R:3:mulliken_charge:R:1 method="wB97M-V/def2-TZVPD" orbital_gap_ev=8.211 max_force_ha_per_bohr=0.0828 lumo_ha=0.0087 e_above_lowest_kcal_mol=104.2 e_homo_ev=-7.974 total_charge=0 energy_ha=-570.19753
H -0.9140 0.7886 2.5468 0.3 0.1 -0.8 0.31
H -2.1132 -0.2175 2.2566 -2.5 -1.1 0.5 0.44
C -1.1840 -0.0343 1.8468 0.3 2.6 1.7 -1.69
N -0.6061 -0.9123 -1.6580 0.9 -2.0 3.0 0.30
C -0.0564 -2.0867 0.2097 -1.1 1.3 -2.7 -0.36
N 0.4827 1.7848 -1.0495 0.1 1.1 1.3 -0.08
N 0.0115 -2.0518 -2.0895 -0.1 -0.2 0.7 -0.93
H -0.0446 -2.2956 1.2166 0.3 -1.2 1.6 0.53
C -1.2048 0.2558 0.4134 3.5 2.0 1.3 1.49
H -2.1436 2.2871 0.5303 0.4 -1.2 -0.8 0.27
C -0.6282 -0.9032 -0.2477 -1.2 0.5 -3.0 -0.26
H -2.0650 1.3963 -1.0880 0.0 0.9 -1.1 0.42
H 1.6576 -0.2750 1.2924 0.1 1.3 -2.1 0.20
N 1.4041 1.3083 -1.6924 0.5 -1.5 -2.1 -0.50
C 0.2553 -2.7874 -0.9832 0.3 0.7 -0.9 -0.76
C -2.1827 1.3115 -0.0433 -2.2 -1.3 0.9 -1.27
H 2.2192 -0.5616 -1.1447 -0.5 -2.6 -1.4 0.19
H -3.2815 0.9376 0.0918 1.8 0.4 0.0 0.36
C 1.8218 0.6433 0.5598 0.0 -1.3 0.7 -0.56
H -0.5735 -0.0314 -2.1293 0.0 0.0 -1.0 0.41
H 2.6137 1.1324 1.0611 0.6 1.2 0.8 0.38
H 0.7023 -3.7867 -1.0995 -0.3 0.7 0.1 0.41
H 0.1301 2.2577 0.9759 0.9 -0.9 -0.4 0.61
H 3.3648 0.7681 -1.2606 -1.6 -0.6 1.2 0.32
H -0.5470 -0.8132 2.0768 1.1 -1.4 0.7 0.30
C 2.3030 0.4322 -0.9267 1.3 3.1 1.5 -0.41
C 0.5786 1.4530 0.3342 -3.0 -0.6 0.5 -0.12

(3)
31
Properties=species:S:1:pos:R:3:forces:R:3:mulliken_charge:R:1 method="wB97M-V/def2-TZVPD" orbital_gap_ev=9.303 max_force_ha_per_bohr=0.1031 lumo_ha=0.0121 e_above_lowest_kcal_mol=74.2 e_homo_ev=-8.973 total_charge=0 energy_ha=-1194.21957 smiles="N[C@@H](Cc1c[nH]cn1)C(=O)N[C@@H](CS)C(=O)O"
C 2.1566 1.4960 -0.6159 -1.3 2.4 -1.1 -0.44
H -3.6112 2.0058 -0.7459 1.7 -1.2 0.7 0.42
C -0.5310 -0.9133 0.3204 -1.3 0.5 -1.1 0.23
H -1.9675 -1.3318 -1.2374 -0.8 -0.4 -0.9 0.38
C 1.5853 0.0778 1.4972 0.4 0.6 -0.7 -0.49
H -2.0478 1.1706 -1.3752 -0.8 0.4 0.8 0.30
N 3.0629 -0.5073 -0.2824 2.8 0.0 -4.5 -0.65
H 3.0112 1.6937 -2.5593 0.2 0.8 -1.1 0.18
O -4.9111 -0.5899 -0.8832 1.3 -0.1 0.3 -0.57
N 2.9682 1.2019 -1.7144 -1.0 -0.1 1.7 -0.01
C 3.4703 -0.0048 -1.4942 1.9 -2.2 0.7 -0.37
C -3.7140 -0.7167 -0.7266 -0.3 -1.0 -0.7 0.45
O -0.4756 -0.9763 -0.9273 0.5 0.0 2.1 -0.74
N 1.3624 -2.3378 0.6204 4.9 -0.8 1.2 -0.81
O -2.9384 -1.5081 -1.5153 -0.2 1.2 1.5 -0.53
H -3.6435 0.3797 1.1712 0.8 -0.5 -1.0 0.34
S -1.5858 2.6172 0.5477 0.6 -0.9 0.1 -0.23
H -1.3749 -0.2368 1.9740 -2.3 -0.9 -3.2 0.43
C 2.2257 0.4085 0.1540 -1.6 0.4 3.5 0.61
H 1.1920 1.0650 1.9801 0.2 -2.2 -0.5 0.31
H 2.1623 -1.9529 -0.1909 -3.0 -1.0 3.1 0.43
C 0.6895 -1.2291 1.2794 -1.0 1.2 -1.5 0.02
C -2.6517 1.4167 -0.4556 1.2 1.1 -0.5 -0.62
C -2.9485 0.1266 0.3120 -0.2 0.0 1.3 -0.15
H 0.2880 -1.5520 2.2387 0.0 -0.1 0.0 0.42
N -1.7510 -0.5782 0.9457 2.7 1.3 2.7 -0.27
H -0.3879 1.8796 0.8417 -1.9 0.7 -0.7 -0.05
H 2.1056 -2.7420 1.4446 -2.5 1.3 -3.0 0.34
H 1.5241 2.4232 -0.4850 1.1 -1.3 -0.5 0.30
H 4.2781 -0.4577 -2.1629 -1.6 0.6 1.1 0.36
H 2.4578 -0.3276 2.0443 -0.6 0.5 0.4 0.41

(4)
29
Properties=species:S:1:pos:R:3:forces:R:3:mulliken_spin:R:1 method="wB97M-V/def2-TZVPD" orbital_gap_ev="7.484 / 6.566" max_force_ha_per_bohr=0.0816 lumo_ha="0.0033 / -0.0784" e_above_lowest_kcal_mol=44.3 e_homo_ev="-7.393 / -8.700" spin_multiplicity=3 total_charge=0 energy_ha=-1043.48828
C -1.5388 -1.0341 -2.8068 1.4 3.0 1.5 0.06
N -0.0350 1.2669 1.6208 -3.5 0.7 2.2 0.04
N -1.3079 1.0576 -2.6036 -0.3 -0.6 0.1 0.01
H -0.1644 1.7502 2.5432 0.8 -0.8 -1.3 0.00
H 0.0911 -1.3249 3.8309 -0.6 -0.2 0.4 0.00
H 1.4247 -0.5801 -0.2000 -0.5 -0.4 0.3 -0.01
H 0.2843 -3.1670 1.0553 0.7 -0.5 0.6 0.00
H -0.4072 -2.0109 -0.0766 0.0 -0.4 2.4 0.00
H 1.9339 1.6463 1.7363 0.9 0.2 0.3 0.01
O -0.6283 -0.0281 1.8067 -0.9 0.7 -0.6 0.00
C 1.4558 -0.4088 0.8828 2.5 0.7 -0.2 0.03
C 0.3565 -1.0176 1.7173 1.0 -1.4 0.7 0.00
C -0.3444 0.4439 -1.8582 -1.5 -0.9 -2.0 0.87
H -0.9186 2.7259 -3.8144 0.5 0.1 -0.2 0.00
N -2.0790 0.0926 -3.1201 -1.4 0.9 -1.8 0.01
C -1.6008 2.4100 -3.0463 -0.3 -0.6 -0.3 0.00
H 1.3824 -2.2509 3.1308 0.7 -1.8 0.0 0.00
C -0.2676 -2.2540 1.0739 -3.4 1.1 -2.3 0.00
S 2.5778 2.2822 -0.9801 1.1 0.4 -1.2 0.48
H -1.3589 -2.4549 1.5086 2.4 0.4 -0.8 0.00
C 1.3706 1.6112 -0.3022 -0.4 1.2 1.0 0.51
H 1.6022 -0.6407 3.4296 1.3 1.6 0.6 0.00
C 0.8917 -1.3334 3.1209 -1.4 0.4 -0.9 0.00
N -0.4610 -0.8417 -2.0151 1.5 -0.2 1.1 -0.02
H -1.5255 2.9836 -2.1769 0.1 1.5 1.0 0.00
H -1.8909 -1.8881 -3.2074 -1.0 -2.9 -0.8 0.00
H -2.6085 2.4944 -3.4844 0.4 -0.5 0.5 0.00
H 2.5348 -0.6963 1.1487 -1.6 0.3 0.0 0.00
C 1.2312 1.1664 1.0864 1.3 -2.1 -0.6 0.02

(5)
27
Properties=species:S:1:pos:R:3:forces:R:3:mulliken_charge:R:1 method="wB97M-V/def2-TZVPD" orbital_gap_ev="5.318 / 6.094" max_force_ha_per_bohr=0.1012 lumo_ha="-0.0713 / -0.0640" e_above_lowest_kcal_mol=247.8 e_homo_ev="-7.258 / -7.835" total_charge=0 energy_ha=-897.52382
H -3.4660 -0.7949 1.5042 0.8 -1.1 0.3 0.32
H 0.0023 -1.2547 -1.4985 -0.4 -0.2 -0.4 0.25
H -3.8361 -1.5748 0.0975 1.3 -0.5 -0.1 0.35
O -0.4183 -0.7006 1.4588 0.6 -0.3 -0.1 -0.70
C 2.8984 -1.3453 0.5821 -2.1 1.6 0.9 -0.45
H -0.4768 -2.7016 -0.6545 -0.3 0.1 0.2 0.31
H -2.0530 3.6781 1.0232 -0.4 0.5 0.9 0.28
C -0.8711 -1.7778 -1.0938 1.4 0.9 1.6 -0.90
H -1.6236 -2.0145 -1.7883 -1.0 -0.1 -1.0 0.43
C 2.6372 -0.5334 -0.7669 1.3 -0.5 0.1 -0.10
C 3.6731 -0.1014 0.2578 0.1 1.4 0.5 -0.58
C -1.2424 2.0239 -0.0156 0.1 -1.1 0.3 0.81
H 3.0437 -0.8292 -1.7932 -1.0 -0.1 1.7 0.47
C -2.9804 -1.5471 0.8214 -1.4 4.8 -1.3 -1.27
H 2.0106 -1.1427 1.3860 2.1 -1.0 -2.2 0.16
H -2.6786 3.3709 -0.6176 -0.5 0.5 -0.3 0.33
H 3.4466 0.9247 0.7397 0.4 -2.1 -0.4 0.20
C -1.8241 3.4428 0.0174 1.0 -2.6 0.1 -1.24
H -1.0002 3.9718 -0.3414 0.7 1.8 -0.7 0.40
C 1.4174 0.1964 -0.7865 -1.2 -2.2 -2.6 -0.02
O 1.1276 1.2728 -0.3525 -0.2 1.8 2.3 0.17
P -1.3938 -0.6813 0.3305 -1.7 -1.7 -0.1 0.95
C -1.9694 0.9233 -0.0772 1.4 -0.2 -1.2 -0.69
H 4.6981 -0.1745 -0.1046 -0.2 -0.1 0.2 0.28
H 3.3082 -2.3614 0.4732 -0.1 0.8 0.2 0.31
H -2.6822 -2.4223 1.2331 0.3 -2.8 1.5 0.42
N 0.2529 2.1527 -0.0346 -0.9 2.1 -0.4 -0.50

(6)
27
Properties=species:S:1:pos:R:3:forces:R:3:mulliken_charge:R:1 method="wB97M-V/def2-TZVPD" orbital_gap_ev=9.873 max_force_ha_per_bohr=0.1031 lumo_ha=-0.1122 e_above_lowest_kcal_mol=37.0 e_homo_ev=-12.925 total_charge=+1 energy_ha=-631.51275 smiles=CO[C@H]([NH3+])C(O)(O)c1ccccc1
H -1.4887 0.8174 2.2675 -1.2 0.9 0.4 0.45
C 2.9067 0.6611 -1.2674 -2.3 -1.1 1.8 -0.79
H 1.0498 1.6460 -1.4488 -0.5 0.4 -0.3 0.43
H -0.1057 -1.5826 0.2683 -0.3 0.3 0.7 0.30
C -1.4820 -0.0797 -0.1788 4.3 1.5 0.3 -0.45
O -0.7260 2.0906 0.4363 0.4 0.7 0.7 -0.58
H -1.4410 -1.2484 1.3174 0.4 -0.5 2.2 0.37
C 3.1293 -0.8548 0.5467 -1.4 -0.7 0.8 -0.53
H 4.5630 -0.5372 -0.9593 2.5 -0.8 -0.9 0.50
C 1.8616 -0.5062 1.0162 -0.9 1.1 0.1 -0.28
C -0.3852 0.7742 0.7087 -0.4 0.1 -2.0 0.63
H -1.0970 -0.0291 -1.1780 -0.3 -0.3 -0.9 0.65
H -4.4204 0.5034 -0.8834 -1.0 -0.3 -0.2 0.32
C -3.5407 -0.0715 -1.0849 -1.8 -2.3 4.4 -0.67
N -1.1243 -1.4465 0.4056 -1.0 -1.6 -2.7 -0.17
C 3.6362 -0.2800 -0.6273 -1.5 -0.5 2.5 -0.60
O -0.6967 0.3938 1.9917 1.9 -0.6 1.3 -0.58
O -2.7063 0.3691 0.0270 -0.4 -0.8 -0.4 -0.34
H -3.7075 -1.2319 -0.8924 0.1 2.4 -1.2 0.24
H 1.3477 -0.7931 1.9619 1.1 -0.4 -0.6 0.43
H -1.5698 -2.3207 0.0537 0.0 1.0 0.0 0.40
C 1.5986 0.9361 -0.8779 0.8 0.7 -0.1 -0.60
H -3.1535 0.2748 -1.9562 1.4 0.3 -2.8 0.37
H -0.2925 2.7245 1.0614 -0.2 -0.9 -0.7 0.40
H 3.2283 1.0512 -2.1291 1.4 1.6 -3.1 0.54
C 1.1103 0.4252 0.2882 -2.1 -0.5 1.1 0.17
H 3.5057 -1.6857 1.1331 1.1 0.2 -0.4 0.39

(7)
26
Properties=species:S:1:pos:R:3:forces:R:3:mulliken_spin:R:1 method="wB97M-V/def2-TZVPD" orbital_gap_ev="5.914 / 5.065" max_force_ha_per_bohr=0.1604 lumo_ha="-0.0983 / -0.2575" e_above_lowest_kcal_mol=84.3 e_homo_ev="-8.588 / -12.071" spin_multiplicity=3 total_charge=+1 energy_ha=-879.02350
C -1.6938 1.7466 -1.4637 -0.3 -1.2 2.1 -0.05
H 1.3407 1.5749 1.8797 -1.1 0.9 2.2 0.00
O -2.0421 -0.2384 2.2916 0.6 0.9 -2.1 0.01
H 0.2424 -2.5156 -1.5158 0.9 0.3 -0.3 0.04
H 2.4694 -2.0938 1.3839 0.4 -0.5 1.9 0.00
C 0.9876 -1.6832 -1.5043 2.6 -0.7 -0.6 0.01
C 2.5976 -2.1489 0.3497 -2.0 -0.7 -0.7 0.02
C -2.9057 1.6708 -0.7938 -1.5 0.6 0.2 0.11
H -3.8848 2.1200 -1.1112 1.4 -0.3 -0.3 0.01
C -0.6060 1.0996 -0.8858 0.6 1.4 -0.7 0.12
N 1.3913 -1.4334 -0.1252 4.1 -2.8 -3.3 0.83
C -3.0219 1.0528 0.4480 1.5 -1.7 -0.3 -0.06
H -1.5731 2.2985 -2.3274 0.2 0.9 -1.7 0.00
H 1.8020 1.6569 0.2591 0.1 -0.8 0.2 0.01
S 0.7333 -0.4843 1.0491 -6.6 4.5 2.2 0.61
H 2.6280 -3.1935 0.0085 0.1 0.5 -0.1 0.02
H -4.0459 0.8506 0.7401 0.2 0.2 0.8 0.00
C -1.8995 0.3940 1.0472 -1.5 0.6 -0.3 0.09
C 1.8052 1.0118 1.1635 2.7 -1.1 -3.1 0.12
C -0.6694 0.4765 0.3347 -0.4 -1.9 3.3 0.06
H 2.0665 -1.8611 -2.0406 -3.0 -0.2 0.9 0.02
H 0.5803 -0.8095 -1.9555 -0.6 0.6 -0.1 0.00
H 3.4206 -1.5658 0.0955 1.8 0.7 -0.8 0.03
H 0.3785 1.3165 -1.2812 0.0 -0.3 -0.4 0.00
H 2.8230 0.7022 1.4150 -0.1 0.3 0.2 0.00
H -2.9243 0.0558 2.5388 -0.2 -0.3 0.6 0.00

(8)
25
Properties=species:S:1:pos:R:3:forces:R:3:mulliken_charge:R:1 method="wB97M-V/def2-TZVPD" orbital_gap_ev=9.245 max_force_ha_per_bohr=0.0706 lumo_ha=-0.1141 e_above_lowest_kcal_mol=0.0 e_homo_ev=-12.349 total_charge=+1 energy_ha=-804.00887
H 1.1739 1.9543 1.0931 0.0 0.1 0.0 0.27
H 1.6044 0.4429 -2.3645 -0.4 0.1 -0.3 0.23
H 0.5584 2.4342 3.4125 0.0 0.1 0.0 0.40
S 2.6262 0.0052 -0.7076 0.3 -0.4 0.3 -0.25
C -0.4188 -0.7963 3.2737 -0.1 0.0 0.1 -0.64
H -0.5211 1.2237 -1.1394 0.1 0.1 -0.1 0.34
H -1.8621 -0.8567 -0.7134 0.0 0.0 0.1 0.34
H -1.0762 -1.6583 -2.0738 0.0 -0.2 0.0 0.43
C -0.0576 -1.0806 1.9708 0.1 0.2 -0.2 -0.41
C -1.4009 -0.6955 -1.6845 -0.1 0.2 -0.2 -1.35
H -2.1660 -0.2909 -2.3479 -0.1 -0.1 -0.1 0.41
C -0.1848 0.4641 3.7990 0.0 -0.1 0.0 -0.41
C 0.7386 1.1716 1.7014 0.0 -0.1 -0.1 -0.28
C -0.2552 0.2536 -1.5450 1.7 -1.3 2.9 -0.14
H -0.8709 -1.5637 3.8828 0.0 -0.1 0.1 0.40
H 0.8919 -1.5473 -0.3657 0.0 -0.1 0.0 0.53
N 0.5879 0.3872 -2.7376 0.2 0.1 -0.3 -0.10
H -0.2207 -2.0684 1.5676 0.0 -0.2 0.0 0.35
H 0.5075 -0.4483 -3.3277 0.1 0.3 0.0 0.38
H 0.3703 1.2161 -3.3019 0.1 -0.3 0.1 0.38
H -0.4431 0.6787 4.8232 0.0 0.0 0.1 0.40
C 0.5451 -0.1045 1.1770 -0.2 0.0 0.5 0.98
C 0.3826 1.4502 3.0073 0.0 0.0 0.0 -0.84
C 0.9897 -0.4845 -0.1678 -1.6 1.3 -3.0 -0.64
H 2.6743 1.1842 -0.0847 0.0 0.2 0.0 0.22

(9)
24
Properties=species:S:1:pos:R:3:forces:R:3:mulliken_spin:R:1 method="wB97M-V/def2-TZVPD" orbital_gap_ev="2.983 / 7.026" max_force_ha_per_bohr=0.0271 lumo_ha="0.1342 / 0.1325" e_above_lowest_kcal_mol=9.5 e_homo_ev="0.669 / -3.419" spin_multiplicity=2 total_charge=-1 energy_ha=-426.50916
C 0.8208 -0.8132 -1.6101 -1.2 0.6 -0.4 0.45
H -0.3383 2.6435 0.9709 0.2 -0.2 -0.2 0.02
H -3.2218 0.2341 0.3930 0.1 -0.4 0.5 -0.01
H -1.9616 -1.2743 -0.3973 0.3 0.3 0.0 -0.01
H 3.6695 -0.3437 0.1593 0.5 0.0 0.0 0.01
H -0.7520 2.8961 -0.7039 -0.1 -0.2 -0.3 0.02
H 0.7921 3.4567 -0.0896 0.0 -0.2 -0.1 0.01
C 2.0027 1.0414 0.1727 -0.1 -0.3 0.4 0.53
H 2.7476 -1.7410 -1.6531 0.2 -0.6 0.4 0.02
C -1.0626 -1.5188 1.5481 0.8 -0.4 -0.3 -0.03
C -2.2573 -1.4676 0.6304 -0.8 0.3 -0.2 0.02
H -0.1564 -1.7704 0.9783 -0.2 0.0 0.0 0.02
C 2.1390 -1.0134 -1.1422 -0.3 0.4 -0.1 -0.08
C 2.6825 -0.1536 -0.2198 -0.1 0.0 -0.5 0.02
C 0.1497 0.4267 -1.2728 0.4 -0.1 0.7 0.09
H 2.5527 1.7882 0.7374 -0.2 0.0 0.1 0.09
H -0.8752 -0.5162 1.9352 -0.1 -0.1 0.1 0.02
O -3.1812 -0.4496 1.0826 -0.2 0.4 -0.6 0.02
H -0.8275 0.7010 -1.6583 -0.1 -0.2 -0.3 0.02
H -1.1491 -2.2464 2.3629 -0.2 0.3 0.0 0.00
H 0.2955 -1.4366 -2.3249 0.4 -0.3 -0.1 0.04
C 0.7198 1.3063 -0.3873 0.5 0.3 -0.2 -0.16
H -2.8676 -2.3691 0.5429 0.3 -0.4 0.5 -0.01
C 0.0787 2.6196 -0.0546 -0.4 0.5 0.6 -0.09